C26H28N4O3 in the gas phase. Source: the Open Molecules 2025 dataset; level of theory: ωB97M-V with the def2-TZVPD basis set.

```
61
Properties=species:S:1:pos:R:3:forces:R:3
C -1.90186 -2.65894 0.72219 0.0 0.2 0.2
N -1.40071 -3.08099 -0.56146 -0.3 -0.2 -0.1
C -0.17384 -2.85168 -1.06835 0.3 0.2 0.2
O 0.17910 -3.33339 -2.13308 0.2 -0.1 -0.3
C 0.76648 -1.94918 -0.28470 0.0 0.0 -0.1
H 0.88275 -2.28202 0.74652 0.1 0.0 0.0
H 1.74184 -2.02552 -0.76871 -0.1 -0.1 0.0
C 0.28681 -0.48024 -0.29528 0.0 -0.1 0.1
N -0.32203 -0.14089 -1.56694 -0.1 -0.1 0.1
C 0.65325 -0.11135 -2.63206 0.4 0.0 -0.1
C 1.85251 0.81650 -2.37264 -0.2 0.1 -0.4
N 2.21371 0.84084 -0.97143 0.4 0.2 -0.2
C 1.49308 0.38187 0.07006 -0.1 -0.1 0.1
O 1.83271 0.58180 1.22012 0.0 -0.1 0.4
H 3.01348 1.40940 -0.72597 -0.1 -0.1 0.2
H 1.62134 1.84074 -2.68989 0.1 -0.2 0.0
H 2.71387 0.46917 -2.95405 -0.1 0.0 0.0
H 1.00294 -1.13708 -2.77247 0.0 0.1 -0.1
H 0.15572 0.19507 -3.55389 0.0 0.0 0.0
C -1.27224 0.95987 -1.51362 0.0 0.0 0.1
C -0.71423 2.28493 -1.04793 -0.1 0.2 -0.1
C -0.59143 2.55368 0.30674 0.1 0.3 0.2
C 0.00560 3.72953 0.74636 -0.1 -0.1 -0.5
C 0.47077 4.65842 -0.17930 0.0 0.0 0.3
C 0.31275 4.40862 -1.52962 0.0 -0.1 -0.1
C -0.27535 3.23412 -1.96492 -0.1 0.0 0.0
H -0.40704 3.05801 -3.02346 0.0 0.0 -0.1
H 0.64849 5.14183 -2.24845 0.0 0.1 0.0
H 0.92866 5.57546 0.16146 0.0 0.1 0.0
O 0.02572 3.95572 2.09355 -0.1 -0.1 0.1
C 1.09557 4.60393 2.65524 0.4 0.2 0.3
C 0.84687 5.42036 3.75320 -0.2 -0.2 -0.3
C 1.89718 6.05246 4.39152 0.1 0.0 0.0
C 3.19536 5.87876 3.94163 0.1 0.1 0.1
C 3.44137 5.05391 2.85697 0.0 0.1 0.0
C 2.39979 4.41304 2.21267 -0.2 -0.2 -0.1
H 2.58841 3.74803 1.38296 0.0 -0.1 0.0
H 4.45346 4.90083 2.51237 0.1 0.0 0.0
H 4.01324 6.37765 4.43918 0.1 0.0 0.0
H 1.69946 6.68707 5.24265 0.0 0.0 0.1
H -0.17003 5.54298 4.09237 -0.1 0.0 0.0
H -0.95560 1.86328 1.05123 0.0 -0.1 0.1
H -1.69185 1.06475 -2.51744 0.0 0.0 0.1
H -2.07810 0.64984 -0.84014 0.0 0.1 -0.1
H -0.46392 -0.35011 0.48689 0.1 0.1 0.0
C -2.33515 -3.87443 -1.34712 0.1 -0.1 -0.3
C -2.35939 -5.29184 -0.83804 0.1 0.0 -0.2
N -3.28256 -5.57957 0.07099 -0.3 0.4 0.0
C -3.31190 -6.80106 0.57659 0.0 -0.4 0.1
C -2.42394 -7.79880 0.20885 0.0 0.0 0.0
C -1.44985 -7.49437 -0.73075 -0.1 0.1 0.0
C -1.41235 -6.21790 -1.26417 -0.1 -0.1 0.0
H -0.66891 -5.92757 -1.98970 0.1 0.1 -0.1
H -0.73289 -8.24079 -1.04106 0.0 0.0 0.0
H -2.49019 -8.78265 0.64660 0.0 -0.1 0.0
H -4.08613 -6.98072 1.31158 0.0 -0.1 0.1
H -1.99441 -3.84921 -2.38380 -0.1 0.0 0.1
H -3.32971 -3.43181 -1.26048 0.0 -0.1 0.0
H -2.50269 -1.74990 0.62400 0.0 0.0 0.1
H -1.09498 -2.47898 1.42723 0.0 0.0 0.0
H -2.53902 -3.45151 1.11920 0.1 0.1 0.0
```
Forces are in eV/Å.

Properties
- ΔE to the lowest compared entry with this formula, charge and spin (eV) = 2.2511
- Kohn-Sham gap (eV) = 9.06
- charge = 0